[1]
The following is a quantum chemistry calculation of C11H20N2O5 as an isolated structure in a non-equilibrium geometry, from OMol25.

Last column: natural (NBO) charge in e.
Geometry (Å):
C1 2.3893 -0.0886 0.0094  -0.16
C2 1.0224 0.6889 -0.4983  0.73
C3 3.4644 0.3782 -1.1113  -0.38
C4 4.6798 -0.3272 -0.7287  -0.55
C5 5.2874 0.0207 0.5958  0.82
C6 -1.3366 0.4678 -0.4671  -0.17
C7 -1.7655 1.7866 0.1311  0.79
C8 -2.4599 -0.6947 -0.1884  -0.37
C9 -4.0072 -0.3879 -0.0252  -0.33
C10 -4.2672 0.2462 1.4572  -0.62
C11 -4.8229 -1.6554 -0.3811  -0.57
H1 3.2619 -1.8355 0.6953  0.42
H2 1.7924 -1.9683 -0.6629  0.35
H3 2.6070 0.2595 0.9641  0.21
H4 3.6884 1.6040 -0.8876  0.20
H5 3.0355 0.0957 -1.9961  0.22
H6 5.4811 -0.2442 -1.5727  0.23
H7 4.5049 -1.3767 -0.4865  0.23
H8 5.6509 1.8267 -0.1789  0.50
H9 0.2001 -0.9447 0.4261  0.45
H10 -1.5100 0.8161 -1.4532  0.25
H11 -1.9373 -0.9671 0.7808  0.21
H12 -2.2634 -1.3110 -1.1155  0.23
H13 -4.2473 0.2952 -0.7912  0.22
H14 -5.5896 0.2199 1.7368  0.20
H15 -3.9666 1.3514 1.4407  0.25
H16 -3.7750 -0.3676 2.3221  0.22
H17 -4.9909 -1.9090 -1.6683  0.24
H18 -6.1290 -1.6659 0.4411  0.23
H19 -3.8310 -2.7630 0.1110  0.17
H20 -0.9857 3.1393 0.8957  0.50
N1 2.3674 -1.4576 0.3166  -0.87
N2 -0.0338 -0.1222 -0.0693  -0.65
O1 1.1697 1.7186 -1.1744  -0.61
O2 5.1414 -0.7054 1.6071  -0.59
O3 5.8593 1.2804 0.5769  -0.69
O4 -2.9245 2.3871 -0.0843  -0.62
O5 -0.7598 2.2098 1.0331  -0.67

Computed properties:
- maximum force (eV/A) = 7.6
- relative energy (zero: lowest compared OMol25 entry of this formula, charge and spin) (eV) = 10.7899

***

[2]
The following is a quantum chemistry calculation of an isolated ion of composition C8H11NO2P and charge +1 in a non-equilibrium geometry, from OMol25.

Last column: natural (NBO) charge in e.
Geometry (Å):
C1 0.2421 1.5850 1.2744  -0.02
C2 1.3534 -0.2666 0.0658  -0.09
C3 1.1898 1.5825 2.3008  -0.29
C4 2.2891 -0.2129 1.0293  -0.30
C5 0.2679 0.6816 0.1877  -0.20
C6 2.2634 0.7245 2.1182  0.46
C7 -2.0090 -2.0003 -1.1600  -0.43
C8 -0.8801 0.4912 -0.5627  -0.29
N1 -2.3639 -0.9698 -2.1534  -0.79
O1 -0.9895 1.4789 -2.7796  -1.00
O2 3.3579 0.8133 2.8683  -0.60
P1 -0.7189 0.0862 -2.3425  1.31
H1 -0.5695 2.2370 1.2569  0.23
H2 1.4882 -0.7634 -0.8987  0.25
H3 1.1171 2.3532 3.1635  0.28
H4 3.1161 -0.9823 0.9592  0.24
H5 -2.4187 -1.7194 -0.1720  0.23
H6 -2.5897 -2.8496 -1.4217  0.23
H7 -0.9663 -2.2244 -1.1815  0.22
H8 -1.5727 1.2069 -0.3132  0.20
H9 -3.1945 -0.4473 -1.7267  0.43
H10 -2.5516 -1.2457 -3.0710  0.42
H11 4.1395 0.4415 2.5592  0.51

Computed properties:
- net charge = +1
- maximum force (eV/A) = 4.1
- relative energy (zero: lowest compared OMol25 entry of this formula, charge and spin) (eV) = 1.1730

***

[3]
The following is a quantum chemistry calculation of one molecule with the formula C21H14N4O4S in a non-equilibrium geometry, from OMol25.

Last column: natural (NBO) charge in e.
Geometry (Å):
N1 -1.3751 1.6784 -3.8818  -0.33
C1 -0.9682 0.7236 -3.3351  0.27
C2 -0.5530 -0.4084 -2.5545  -0.34
C3 -1.2545 -0.6895 -1.4164  0.48
N2 -2.4448 -0.0762 -1.0411  -0.80
N3 -0.7101 -1.5168 -0.4775  -0.59
C4 0.6521 -1.5004 -0.2797  0.12
S1 1.2498 -1.6607 1.4162  0.28
C5 0.8998 0.0465 2.1485  -0.61
C6 -0.5310 0.3034 2.6324  0.59
O1 -1.4074 -0.3017 2.0779  -0.60
C7 -0.8433 1.2272 3.7898  -0.19
C8 0.1310 2.0776 4.3126  -0.16
C9 -0.1336 2.9172 5.4128  -0.29
C10 -1.3755 2.8983 5.9584  0.34
O2 -1.6655 3.5951 7.1012  -0.67
C11 -2.4251 2.1188 5.4282  0.22
O3 -3.6619 2.0997 6.0068  -0.69
C12 -2.1403 1.2427 4.3492  -0.21
C13 1.4582 -1.2431 -1.4217  -0.23
C14 2.8573 -1.0437 -1.1876  0.27
N4 4.0138 -0.9509 -0.9918  -0.30
C15 0.7620 -1.0577 -2.7410  0.08
C16 1.3332 -1.4732 -3.9739  -0.08
C17 2.5985 -2.2583 -4.1271  -0.17
C18 3.1022 -2.5975 -5.3484  -0.24
C19 2.3755 -2.3510 -6.5663  0.43
O4 2.8398 -2.7097 -7.6370  -0.54
C20 1.1462 -1.6298 -6.4910  -0.26
C21 0.6046 -1.2310 -5.2760  -0.14
H1 -2.6042 0.0832 -0.0343  0.41
H2 -2.7692 0.6384 -1.6742  0.42
H3 -1.2455 -1.5032 0.4075  0.45
H4 1.5245 0.1489 3.0213  0.25
H5 1.1615 0.8403 1.4272  0.26
H6 1.1381 2.1034 3.8803  0.22
H7 0.6485 3.5487 5.8728  0.24
H8 -2.6062 3.4836 7.2952  0.50
H9 -4.3378 1.7923 5.3516  0.50
H10 -2.9257 0.5866 3.9706  0.23
H11 3.2264 -2.4884 -3.2846  0.22
H12 4.0571 -3.1168 -5.3818  0.23
H13 0.5815 -1.5289 -7.4190  0.23
H14 -0.3834 -0.8171 -5.3190  0.22

Computed properties:
- SMILES = N#CC1=C(N)NC(SCC(=O)c2ccc(O)c(O)c2)=C(C#N)C1=C1C=CC(=O)C=C1
- maximum force (eV/A) = 3.4
- relative energy (zero: lowest compared OMol25 entry of this formula, charge and spin) (eV) = 0.0000

***

[4]
The following is a quantum chemistry calculation of a 2-piece molecular cluster, C8H11NO2S overall in a non-equilibrium geometry, from OMol25.

Last column: natural (NBO) charge in e.
Geometry (Å):
C1 -3.0539 -0.9089 -0.7111  -0.31
C2 -2.6806 0.4802 1.2233  -0.27
C3 -1.7094 -1.0264 -0.9313  -0.16
C4 -1.3210 0.5509 0.8997  -0.19
C5 -3.5630 -0.2083 0.3815  0.32
C6 -0.8398 -0.2872 -0.1169  -0.25
C7 1.0283 1.6574 -0.6759  -0.81
C8 5.9395 -0.2468 1.1581  -0.08
N1 4.7271 -0.0759 0.7518  -0.74
O1 -4.9253 -0.1103 0.5669  -0.65
O2 0.9470 -1.2603 -1.6576  -0.94
S1 0.9525 -0.0526 -0.3401  0.96
H1 -3.6208 -1.4921 -1.3566  0.21
H2 -3.0136 1.2535 2.0589  0.24
H3 -1.4822 -1.5728 -1.8101  0.24
H4 -0.6265 1.1819 1.4999  0.25
H5 2.0573 1.8342 -0.7731  0.21
H6 4.3530 -0.6567 0.0326  0.38
H7 5.9971 0.6799 1.9263  0.06
H8 4.2747 0.6906 1.1280  0.38
H9 0.2327 1.8720 -1.3001  0.21
H10 -5.2549 -0.3893 -0.3592  0.48
H11 1.5817 -1.9129 -1.5951  0.48

Computed properties:
- maximum force (eV/A) = 5.3
- relative energy (zero: lowest compared OMol25 entry of this formula, charge and spin) (eV) = 6.5405

***

[5]
The following is a quantum chemistry calculation of C4H6AlO2 as an isolated structure in a non-equilibrium geometry, from OMol25.

Last column: natural (NBO) charge in e.
Geometry (Å):
H1 0.5244 -0.3129 1.8556  0.42
O1 -1.6419 -0.0716 2.0897  -0.42
C1 -0.6412 -0.3464 1.3098  0.16
C2 0.0611 0.6874 0.6873  -0.19
C3 1.3960 0.7513 -0.0184  -0.66
C4 1.5611 0.0714 -1.3282  0.58
O2 0.6656 -0.5550 -1.8885  -0.69
Al1 -1.0200 -0.4380 -1.0429  1.83
H2 -2.4244 0.2268 1.6062  0.55
H3 -0.4791 1.6453 0.6903  0.34
H4 2.1845 0.3283 0.6277  0.38
H5 1.7120 1.7975 -0.1711  0.39
H6 2.5713 0.0499 -1.7682  0.31

Computed properties:
- net charge = +3
- maximum force (eV/A) = 4.6
- relative energy (zero: lowest compared OMol25 entry of this formula, charge and spin) (eV) = 2.1722

***

[6]
The following is a quantum chemistry calculation of C10H17ErN3S as an isolated structure in a non-equilibrium geometry, from OMol25.

Last column: Löwdin spin population.
Geometry (Å):
Er1 8.1480 8.6647 4.6861  3.02
C1 9.7088 7.6681 7.6264  0.00
C2 9.2992 8.9376 6.8440  0.00
C3 10.2234 9.7591 6.0346  -0.01
C4 9.7196 10.7964 5.1717  0.00
C5 10.5379 11.4017 4.0933  0.00
C6 8.3313 11.1798 5.2657  0.00
C7 7.6482 10.7771 6.4855  0.00
C8 6.3672 11.5609 6.7838  0.00
C9 7.9995 9.5312 7.0843  0.00
H1 10.8011 7.6169 7.8356  0.00
H2 9.2423 6.8292 7.1479  0.00
H3 9.3140 7.6899 8.6610  0.00
H4 11.2797 9.5042 6.1193  0.00
H5 11.4039 11.8781 4.4687  0.00
H6 10.0026 12.1662 3.5351  0.00
H7 10.9386 10.5759 3.4612  0.00
H8 7.9745 12.0286 4.6769  0.00
H9 6.4532 12.5902 6.3305  0.00
H10 6.1680 11.5621 7.8323  0.00
H11 5.5196 11.0369 6.3941  0.00
H12 7.3409 9.0889 7.8469  0.00
N1 5.8916 8.2444 4.7072  0.00
N2 5.9257 7.1909 5.6478  0.00
C10 6.7683 6.1216 5.6675  0.00
N3 6.4543 5.2054 6.5869  0.00
S1 8.1648 5.9786 4.8087  0.00
H13 5.2265 8.9545 5.0203  0.00
H14 5.5490 7.8713 3.7937  0.00
H15 5.4140 7.3636 6.5168  0.00
H16 5.5958 5.2744 7.1319  0.00
H17 7.0307 4.4250 6.7742  0.00

Computed properties:
- net charge = +3
- maximum force (eV/A) = 3.1
- energy (a.u.) = -1967.6803
- spin multiplicity = 4